i | Molecular formula: C2H6O2PS2
Method: DFT, wB97M-V/def2-TZVPD

Atoms and positions in Å:
C1 0.95200 -0.40566 -1.11104
H1 -2.30329 0.29023 0.93728
C2 -0.42384 -0.95196 -1.56799
H2 -0.25047 -1.26116 -2.62128
H3 -2.00748 0.20442 4.29889
H4 1.13512 -0.58757 -0.09447
P1 -0.54339 1.51441 -1.21009
S1 -1.25487 0.64631 1.72616
H5 1.58042 -0.82648 -1.74982
H6 -0.77385 -1.72423 -1.01802
O1 0.92055 1.01029 -1.26095
S2 -2.20730 1.26533 3.46232
O2 -1.31608 0.20815 -1.50717

Output
charge = +1
LUMO = -5.89 eV
HOMO level = -13.29 eV
Kohn-Sham gap = 7.40 eV

=====

ii | Molecular formula: C2H6O2PS2
Method: DFT, wB97M-V/def2-TZVPD

Atoms and positions in Å:
H1 2.58426 0.96714 0.75922
H2 -4.10642 -1.80931 -0.80240
S1 -0.37305 -0.32962 1.49493
S2 -3.59411 -0.59570 -0.49763
O1 2.64430 0.04512 0.62203
C1 1.98222 -0.23243 -0.62310
P1 0.05888 -0.05640 -0.60673
O2 -0.42122 2.78613 -0.13194
C2 -0.13981 1.70973 -0.23965
H3 0.80314 -0.78037 1.76434
H4 2.45798 0.32588 -1.50832
H5 -3.97954 -0.84237 0.76408
H6 2.08336 -1.18779 -0.99483

Output
charge = +1
LUMO = -5.71 eV
HOMO level = -13.04 eV
Kohn-Sham gap = 7.33 eV

=====

Order of stability, best first: i, ii

=====

i | Molecular formula: C3H3ClS
Method: DFT, wB97M-V/def2-TZVPD

Atoms and positions in Å:
Cl1 2.03415 -1.26912 0.74450
C1 -1.69135 -0.56848 -0.77857
C2 1.35194 0.21529 0.45476
C3 -0.64224 0.02343 -0.33681
S1 -1.80344 1.29715 -0.35786
H1 -2.28697 -1.35824 -1.06118
H2 1.21130 0.74898 1.55314
H3 1.82660 0.91100 -0.21799

Output
LUMO = -0.13 eV
HOMO level = -7.66 eV
Kohn-Sham gap = 7.52 eV

=====

ii | Molecular formula: C3H3ClS
Method: DFT, wB97M-V/def2-TZVPD

Atoms and positions in Å:
H1 0.94592 0.76585 -0.09630
C1 -1.47029 -2.09314 0.64545
S1 -1.19676 1.54748 -0.64647
C2 0.54094 1.38757 -0.99454
Cl1 1.05738 0.37974 -2.41782
H2 -1.84461 -3.00648 0.91254
C3 -1.42391 -1.04543 0.06931
H3 0.91763 2.29009 -1.04873

Output
LUMO (alpha / beta) = -2.98 / -2.98 eV
HOMO level (alpha / beta) = -10.30 / -10.26 eV
Kohn-Sham gap (alpha / beta) = 7.32 / 7.28 eV

=====

Order of stability, best first: i, ii

=====

i | Molecular formula: H2NO3S
Method: DFT, wB97M-V/def2-TZVPD

Atoms and positions in Å:
N1 -1.00628 -0.30057 -0.12585
H1 -1.34842 -1.12284 0.51602
O1 0.42322 1.97535 -0.19478
S1 0.72734 0.01733 -0.12093
O2 1.29169 -0.48362 1.16131
H2 -1.39733 0.52562 0.09684
O3 1.30979 -0.61127 -1.33260

Output
charge = -1
LUMO = 4.04 eV
structure (SMILES) = NS(=O)(=O)[O-]
HOMO level = -4.52 eV
Kohn-Sham gap = 8.55 eV

=====

ii | Molecular formula: H2NO3S
Method: DFT, wB97M-V/def2-TZVPD

Atoms and positions in Å:
S1 0.13607 -0.73930 -1.51436
H1 -1.02748 0.39120 0.93001
O1 -1.18885 -0.52193 -2.07515
O2 0.17572 -0.21734 2.49714
H2 0.82288 0.66609 0.85394
O3 1.05505 0.32309 -1.93766
N1 0.02661 0.09820 1.24609

Output
charge = -1
LUMO (alpha / beta) = 4.12 / 3.98 eV
HOMO level (alpha / beta) = -4.52 / -1.52 eV
Kohn-Sham gap (alpha / beta) = 8.64 / 5.51 eV

=====

Order of stability, best first: i, ii

=====

i | Molecular formula: C6H15N2
Method: DFT, wB97M-V/def2-TZVPD

Atoms and positions in Å:
H1 -1.37987 -0.62905 -2.80156
H2 1.38106 1.31155 -1.67091
C1 1.79082 1.08583 -0.69667
H3 -1.36750 2.88030 1.66603
H4 -0.79639 1.68035 -0.44571
H5 2.83491 0.81068 -0.63264
N1 1.21876 -2.19526 0.49133
H6 0.59079 -0.62456 -1.44447
H7 -0.33337 1.76683 2.59235
C2 1.10028 1.28486 0.45041
C3 -0.97331 1.86010 1.71969
H8 -2.11845 -1.69329 -1.62153
H9 -0.42586 -0.83544 0.65435
C4 -0.08559 -1.73795 0.06769
H10 1.86770 -1.42604 0.60115
N2 -0.07920 -1.39274 -1.34392
C5 -1.38961 -0.89568 -1.74920
H11 1.17949 -2.69252 1.37054
H12 -1.73478 -0.03600 -1.15047
H13 1.63734 1.22641 1.38819
H14 -1.83657 1.20254 1.83474
C6 -0.25798 1.57111 0.48854
H15 -0.82266 -2.52204 0.23205

Output
charge = +1
LUMO = -6.94 eV
HOMO level = -12.88 eV
Kohn-Sham gap = 5.93 eV

=====

ii | Molecular formula: C6H15N2
Method: DFT, wB97M-V/def2-TZVPD

Atoms and positions in Å:
H1 -1.63314 1.92279 -0.52486
H2 0.06099 0.99367 -2.09096
H3 2.10465 0.54757 -1.33655
N1 0.39688 -3.15600 1.08491
H4 0.49677 0.69361 1.29762
H5 0.74870 -4.09678 1.05992
H6 -0.52514 2.94623 0.23551
H7 2.54040 2.28655 -1.40683
N2 -0.10797 -1.12909 0.04292
H8 0.03012 -2.88821 1.98243
H9 -1.97545 -0.17327 -0.05752
H10 0.24875 2.73336 -1.88203
C1 -1.13491 -0.41599 0.64106
H11 -1.37626 -2.69462 -0.02765
H12 -1.63581 -0.95485 1.47647
H13 0.13712 -2.96124 -0.94505
C2 1.82484 1.56272 -1.03482
C3 -0.28965 -2.55218 -0.02418
H14 1.92069 1.45536 0.05194
C4 -0.59729 1.92926 -0.16520
H15 -1.04107 1.19489 1.96719
C5 -0.52250 0.98762 1.03568
C6 0.32930 1.76862 -1.38003

Output
charge = +1
LUMO = -8.36 eV
HOMO level = -14.69 eV
Kohn-Sham gap = 6.33 eV

=====

iii | Molecular formula: C6H15N2
Method: DFT, wB97M-V/def2-TZVPD

Atoms and positions in Å:
H1 -1.59432 -1.46510 2.26785
H2 2.09069 -0.82668 -4.38089
H3 0.09445 -0.21981 1.03026
H4 0.16423 0.19567 3.47480
C1 -2.49818 -0.81508 0.29009
H5 0.77388 -1.42901 -3.13829
H6 -3.56875 -1.05855 0.40040
C2 1.74355 1.20483 -0.42897
H7 -2.65498 -0.06779 2.39570
H8 0.68947 1.51166 2.61003
H9 3.02103 0.61667 -2.65666
H10 1.20986 1.32705 0.50740
C3 -0.65565 0.38542 1.59831
H11 0.81668 -0.51079 -0.90786
N1 1.50322 0.21610 -1.23101
H12 2.54695 1.82812 -0.74982
C4 1.62561 -0.79346 -3.44259
N2 -0.16506 0.96539 2.83590
C5 2.15219 -0.00120 -2.51264
C6 -1.90812 -0.53527 1.75787
H13 -0.94783 1.10933 0.84916
H14 -2.49753 0.07608 -0.39756
H15 -1.94139 -1.71357 -0.17147

Output
charge = +1
LUMO = -5.52 eV
HOMO level = -12.94 eV
Kohn-Sham gap = 7.42 eV

=====

iv | Molecular formula: C6H15N2
Method: DFT, wB97M-V/def2-TZVPD

Atoms and positions in Å:
N1 1.03551 0.89657 1.29809
C1 -1.51425 -1.22782 1.45596
H1 1.14841 -2.28337 -0.27679
N2 -0.98685 -0.11375 1.34667
H2 0.64498 1.82484 1.38134
C2 0.09057 0.43334 -0.90746
C3 1.55771 -1.60704 0.48665
H3 2.46394 -0.94051 0.13599
H4 -2.50629 -1.15427 1.81456
H5 -0.85485 -0.22637 -2.72728
H6 0.05340 2.85194 -0.85872
H7 1.66390 -2.02862 1.41199
H8 1.96226 0.90301 0.88042
H9 -0.83480 1.97623 -2.05898
H10 -1.12414 -2.19647 1.17564
C4 0.14611 0.06900 0.59546
H11 1.08128 0.62815 2.25098
H12 -1.79222 -0.20394 -1.44243
C5 -0.50849 1.91254 -1.07120
H13 -1.37090 2.05109 -0.47673
H14 1.21279 0.48818 -1.28458
C6 -0.79227 -0.49674 -1.66602
H15 -0.77580 -1.55600 -1.46356

Output
charge = +1
LUMO = -3.38 eV
HOMO level = -13.01 eV
Kohn-Sham gap = 9.63 eV

=====

Order of stability, best first: iii, i, iv, ii